43
Properties=species:S:1:pos:R:3 method="wB97M-V/def2-TZVPD" lumo_ev="-2.06 / -2.08" homo_ev="-8.05 / -8.02" orbital_gap_ev="5.99 / 5.94"
W -0.07 -0.08 -0.03
N 3.27 0.21 2.87
C 2.07 0.18 2.26
S 1.61 -1.24 1.41
N 1.31 1.25 2.41
N 0.15 1.13 1.71
C -0.83 1.87 2.05
C -2.02 1.85 1.20
C -3.15 2.58 1.47
C -4.20 2.54 0.55
C -4.07 1.77 -0.58
C -2.91 1.03 -0.77
N -1.92 1.08 0.11
H 3.85 -0.60 2.88
H 3.48 0.97 3.50
H -0.74 2.50 2.93
H -3.20 3.17 2.37
H -5.10 3.12 0.73
H -4.85 1.73 -1.33
H -2.75 0.41 -1.64
O 1.49 1.91 -3.35
Se 0.85 1.25 -2.04
O -0.52 0.26 -2.14
O 0.31 2.17 -0.75
O 1.72 0.19 -1.06
O -3.65 -6.78 -1.92
N -3.92 -5.77 -1.30
O -5.00 -5.52 -0.81
C -2.85 -4.77 -1.14
C -3.11 -3.63 -0.42
C -2.07 -2.72 -0.28
C -0.82 -2.86 -0.91
O 0.02 -1.89 -0.89
C -0.62 -4.08 -1.60
C -1.61 -5.02 -1.71
N 0.67 -4.39 -2.27
O 1.39 -3.46 -2.57
O 0.87 -5.56 -2.54
N -2.28 -1.59 0.55
O -1.24 -1.19 1.27
O -3.41 -1.18 0.82
H -4.07 -3.46 0.04
H -1.42 -5.94 -2.25

=====

29
Properties=species:S:1:pos:R:3 method="wB97M-V/def2-TZVPD" lumo_ev=-4.08 homo_ev=-12.35 orbital_gap_ev=8.26 charge=+1
C -2.29 0.68 -1.13
C -1.67 -1.09 0.17
C -1.39 1.64 -0.48
C -0.58 0.96 0.62
C 1.27 -2.12 -0.66
C 2.11 1.62 -0.28
C 1.80 -0.91 0.12
C 1.15 0.42 -0.32
N -2.35 -0.58 -0.91
N -1.08 -0.34 1.00
N -1.83 -2.39 0.24
N -0.39 1.69 1.79
H -2.98 1.03 -1.88
H -0.69 2.14 -1.00
H -2.10 2.45 0.00
H 0.48 -1.81 -1.41
H 0.69 -2.87 -0.01
H 2.14 -2.55 -1.27
H 2.86 1.48 0.48
H 1.41 2.40 0.07
H 2.50 1.85 -1.21
H 1.72 -0.98 1.21
H 2.78 -0.85 -0.10
H 0.86 0.35 -1.36
H -0.63 -0.88 1.77
H -2.35 -2.73 -0.59
H -1.11 -2.74 0.89
H 0.20 1.46 2.47
H -0.53 2.67 1.77

=====

21
Properties=species:S:1:pos:R:3 method="wB97M-V/def2-TZVPD" lumo_ev=0.69 homo_ev=-9.10 smiles=CCNCN.O.O orbital_gap_ev=9.79
C -0.10 -2.62 -0.82
C 0.37 -1.26 -1.51
N 0.81 -0.22 -0.53
C -0.07 0.06 0.57
N 0.40 1.13 1.45
H -1.10 -2.47 -0.34
H -0.28 -3.42 -1.54
H 0.71 -3.08 -0.26
H -0.44 -0.93 -2.29
H 1.19 -1.61 -2.03
H 1.75 -0.38 -0.14
H -1.12 0.11 0.13
H -0.18 -0.88 1.14
H 0.93 1.80 0.95
H 0.75 0.76 2.37
H -0.79 1.60 2.69
H -1.82 1.50 3.63
O -1.38 2.20 3.16
H -0.42 3.08 -2.07
H 0.39 1.78 -2.25
O 0.41 2.84 -2.32

=====

19
Properties=species:S:1:pos:R:3 method="wB97M-V/def2-TZVPD" lumo_ev=0.40 homo_ev=-7.21 orbital_gap_ev=7.60
C -1.65 -0.11 -0.42
C -1.13 1.14 0.30
C -1.03 -1.29 0.25
C 0.37 1.10 0.01
C 0.50 -1.44 0.26
C 1.13 -0.09 0.58
Se 2.86 0.06 0.07
H -2.71 -0.23 -0.28
H -1.37 0.05 -1.54
H -1.50 2.13 -0.03
H -1.34 1.18 1.39
H -1.44 -1.10 1.27
H -1.56 -2.25 -0.13
H 0.60 1.33 -0.97
H 0.79 1.98 0.51
H 0.72 -2.15 0.91
H 0.83 -1.83 -0.73
H 3.26 0.05 -1.63
H 2.69 1.48 0.18

=====

36
Properties=species:S:1:pos:R:3 method="wB97M-V/def2-TZVPD" lumo_ev=-1.63 homo_ev=-8.04 orbital_gap_ev=6.40
C -3.34 -0.55 2.23
C -3.77 -0.67 0.72
H -4.85 -0.64 0.69
H -3.43 -1.56 0.19
O -3.60 0.35 -0.17
C -2.49 0.52 -0.54
O -1.69 -0.40 -0.39
C -2.25 1.96 -1.40
H -1.63 1.85 -2.24
H -3.14 2.33 -1.56
S -1.52 3.34 -0.10
C 0.08 2.70 -0.16
N 1.14 3.12 0.38
N 2.32 2.80 0.53
C 2.29 1.52 -0.18
N 3.35 0.73 -0.06
C 3.53 -0.78 -0.09
O 4.48 -1.25 -0.31
C 2.34 -1.17 0.27
C 1.31 -1.83 -0.43
C 0.11 -2.40 -0.14
C -0.24 -2.30 1.47
C 0.79 -1.72 2.24
C 1.89 -1.21 1.87
H 2.65 -0.62 2.13
H 0.68 -1.80 3.23
H -1.04 -3.00 1.66
N -0.80 -2.73 -1.00
O -0.63 -2.98 -2.03
O -1.88 -3.26 -0.44
H 1.54 -1.80 -1.66
H 4.27 1.23 -0.42
S 0.76 1.09 -0.65
H -3.68 -1.57 2.68
H -3.85 0.25 2.65
H -2.26 -0.25 2.17

=====

Please write out number 5 again, unchanged.
36
Properties=species:S:1:pos:R:3 method="wB97M-V/def2-TZVPD" lumo_ev=-1.63 homo_ev=-8.04 orbital_gap_ev=6.40
C -3.34 -0.55 2.23
C -3.77 -0.67 0.72
H -4.85 -0.64 0.69
H -3.43 -1.56 0.19
O -3.60 0.35 -0.17
C -2.49 0.52 -0.54
O -1.69 -0.40 -0.39
C -2.25 1.96 -1.40
H -1.63 1.85 -2.24
H -3.14 2.33 -1.56
S -1.52 3.34 -0.10
C 0.08 2.70 -0.16
N 1.14 3.12 0.38
N 2.32 2.80 0.53
C 2.29 1.52 -0.18
N 3.35 0.73 -0.06
C 3.53 -0.78 -0.09
O 4.48 -1.25 -0.31
C 2.34 -1.17 0.27
C 1.31 -1.83 -0.43
C 0.11 -2.40 -0.14
C -0.24 -2.30 1.47
C 0.79 -1.72 2.24
C 1.89 -1.21 1.87
H 2.65 -0.62 2.13
H 0.68 -1.80 3.23
H -1.04 -3.00 1.66
N -0.80 -2.73 -1.00
O -0.63 -2.98 -2.03
O -1.88 -3.26 -0.44
H 1.54 -1.80 -1.66
H 4.27 1.23 -0.42
S 0.76 1.09 -0.65
H -3.68 -1.57 2.68
H -3.85 0.25 2.65
H -2.26 -0.25 2.17